6 unconnected molecules or ions with the total composition C24H42N6. Source: OMol25; level of theory: ωB97M-V/def2-TZVPD.

## Properties
lowest unoccupied orbital energy	0.23	eV
ΔE to the lowest compared entry with this formula, charge and spin	24.60	kcal per mole
2S+1	1
Kohn-Sham gap	11.7052	eV

CARTESIAN COORDINATES (ANGSTROEM)
C 1.68 2.11 3.86
C 2.42 3.36 4.40
C 2.73 3.32 5.90
C 3.77 2.30 6.19
N 4.66 1.61 6.33
H 2.26 1.23 4.15
H 1.49 2.09 2.79
H 0.70 2.09 4.35
H 1.78 4.21 4.17
H 3.38 3.49 3.90
H 1.83 3.02 6.44
H 3.12 4.27 6.26
C -0.15 -1.45 5.03
C -0.83 -0.73 3.81
C -0.96 -1.62 2.60
C -1.55 -1.02 1.44
N -2.01 -0.51 0.54
H 0.86 -1.84 4.96
H -0.74 -2.29 5.37
H -0.12 -0.73 5.85
H -0.26 0.17 3.56
H -1.83 -0.41 4.08
H -1.73 -2.35 2.86
H 0.00 -2.09 2.37
C -0.04 -1.85 -5.12
C 1.28 -2.37 -5.69
C 1.22 -2.45 -7.26
C 0.07 -3.20 -7.77
N -0.81 -3.82 -8.13
H -0.88 -2.42 -5.52
H -0.36 -0.84 -5.36
H -0.08 -1.99 -4.04
H 1.54 -3.36 -5.30
H 2.07 -1.65 -5.51
H 2.15 -2.92 -7.57
H 1.14 -1.47 -7.73
C 1.04 1.52 -2.94
C -0.08 0.65 -2.34
C 0.57 -0.47 -1.45
C 1.08 -0.03 -0.12
N 1.47 0.27 0.93
H 0.57 2.11 -3.72
H 1.85 0.96 -3.41
H 1.42 2.29 -2.26
H -0.68 0.25 -3.15
H -0.80 1.22 -1.74
H 1.43 -0.95 -1.91
H -0.18 -1.25 -1.29
C -0.74 3.40 1.11
C 0.42 4.10 0.41
C 0.90 5.29 1.23
C -0.13 6.32 1.31
N -0.98 7.11 1.48
H -1.68 3.94 0.97
H -0.63 3.20 2.18
H -0.93 2.45 0.61
H 0.04 4.46 -0.55
H 1.24 3.45 0.12
H 1.75 5.82 0.80
H 1.28 5.04 2.22
C -3.93 -4.95 -2.10
C -3.01 -3.73 -1.87
C -2.03 -3.81 -0.64
C -2.69 -4.27 0.51
N -3.23 -4.58 1.50
H -3.31 -5.85 -2.04
H -4.47 -5.00 -3.04
H -4.65 -4.95 -1.29
H -3.54 -2.78 -1.80
H -2.41 -3.67 -2.78
H -1.54 -2.86 -0.41
H -1.24 -4.56 -0.74